Computed, not measured: C3H6 in the gas phase at a distorted geometry, with ωB97M-V/def2-TZVPD.

The geometry in ORCA input format:
```
! wB97M-V def2-TZVPD RIJCOSX def2/J DEFGRID3
* xyz 0 1
C -0.45 0.28 0.73
C 0.71 -0.43 0.11
C -0.25 0.13 -0.82
H -0.19 1.28 1.16
H -1.15 -0.28 1.27
H 0.68 -1.52 0.09
H 1.66 0.09 0.11
H -0.14 1.11 -1.34
H -0.87 -0.66 -1.32
*
```

Results
- electronic energy (eV) = -3206.942
- SMILES = C1CC1
- E_HOMO (Eh) = -0.3729